Formula: C9H9N5O2S
Source: the OMol25 dataset
Level of theory: ωB97M-V/def2-TZVPD

## Properties
Energy above the lowest of the compared OMol25 structures with the same formula, charge and spin ... 0.0 kcal per mole
LUMO ... -0.6 eV
Kohn-Sham gap ... 8.191 eV
Strongest force on any atom ... 1.422 eV/A

Structure (ORCA input):
```
! wB97M-V def2-TZVPD RIJCOSX def2/J DEFGRID3
* xyz 0 1
N -1.488 -2.103 1.588
C -0.437 -1.802 0.787
N 0.700 -1.246 1.159
C 1.416 -1.192 0.013
S 2.973 -0.393 -0.087
C 2.407 1.132 -0.992
C 1.114 1.528 -0.376
C 1.074 2.143 0.873
C -0.118 2.277 1.566
C -1.282 1.737 1.054
C -1.245 1.147 -0.203
N -2.397 0.456 -0.701
O -3.169 0.002 0.127
O -2.511 0.301 -1.897
C -0.073 1.085 -0.945
N 0.800 -1.680 -1.036
N -0.395 -2.075 -0.543
H -2.407 -2.033 1.175
H -1.417 -1.702 2.510
H 3.204 1.855 -0.838
H 2.311 0.878 -2.046
H 1.997 2.482 1.320
H -0.128 2.759 2.531
H -2.209 1.757 1.606
H -0.083 0.615 -1.917
H -1.078 -2.510 -1.141
*
```

Charges per atom according to Mulliken partitioning, unit e: N -0.463; C 0.395; N -0.555; C 0.506; S -0.194; C -1.208; C 0.253; C -0.501; C -0.575; C -0.766; C -0.055; N 1.100; O -0.628; O -0.634; C 0.310; N -0.691; N 0.266; H 0.286; H 0.252; H 0.528; H 0.378; H 0.398; H 0.403; H 0.475; H 0.507; H 0.213